Density functional theory data (ωB97M-V/def2-TZVPD) for C21H32CdN5S as an isolated structure.

Summary:
charge = +1
E = -1658.86935 hartree
highest occupied orbital energy = -9.625 eV
LUMO energy = -2.9 eV
frontier orbital gap = 6.8 eV
energy above the lowest of the compared OMol25 structures with the same formula, charge and spin = 6.1 kJ/mol

Positions of all 60 atoms, in Å:
Cd (0.452, -0.100, 0.247)
C (3.309, -1.523, -0.146)
N (2.261, -0.870, -0.941)
C (1.725, -1.812, -1.932)
C (2.774, 0.343, -1.566)
C (3.733, 0.227, -2.559)
C (4.250, 1.340, -3.196)
C (3.783, 2.588, -2.822)
C (2.833, 2.721, -1.830)
C (2.305, 1.616, -1.144)
N (1.356, 1.686, -0.139)
C (1.329, 2.551, 0.941)
C (1.521, 3.939, 0.861)
C (1.485, 4.753, 1.975)
C (1.238, 4.226, 3.232)
C (1.014, 2.868, 3.343)
C (1.040, 2.038, 2.233)
N (0.782, 0.615, 2.414)
C (-0.482, 0.364, 3.117)
C (1.892, -0.022, 3.133)
H (4.066, -1.990, -0.788)
H (2.867, -2.298, 0.486)
H (3.805, -0.782, 0.481)
H (2.513, -2.245, -2.558)
H (1.016, -1.287, -2.577)
H (1.211, -2.624, -1.408)
H (4.098, -0.754, -2.835)
H (4.993, 1.232, -3.970)
H (4.148, 3.473, -3.321)
H (2.482, 3.708, -1.593)
H (1.681, 4.395, -0.098)
H (1.635, 5.815, 1.855)
H (1.210, 4.859, 4.104)
H (0.827, 2.442, 4.320)
H (-0.446, 0.680, 4.165)
H (-0.696, -0.710, 3.088)
H (-1.284, 0.912, 2.616)
H (1.905, 0.270, 4.190)
H (2.838, 0.285, 2.684)
H (1.798, -1.111, 3.074)
C (-4.047, -1.235, 1.569)
N (-4.239, -1.554, 0.175)
C (-5.603, -1.390, -0.276)
C (-3.230, -1.893, -0.630)
S (-1.619, -1.865, -0.087)
N (-3.516, -2.359, -1.877)
C (-2.515, -2.226, -2.915)
C (-4.307, -3.574, -2.013)
H (-4.913, -1.587, 2.129)
H (-3.949, -0.156, 1.714)
H (-3.154, -1.726, 1.948)
H (-5.967, -0.418, 0.064)
H (-6.240, -2.167, 0.151)
H (-5.669, -1.422, -1.359)
H (-2.117, -1.212, -2.916)
H (-2.996, -2.412, -3.874)
H (-1.694, -2.935, -2.787)
H (-4.815, -3.815, -1.085)
H (-3.637, -4.405, -2.252)
H (-5.039, -3.469, -2.814)